1.
The following is a quantum chemistry calculation of a molecular structure, C3H2FNO at a distorted geometry, from the Open Molecules 2025 dataset.

Calculated values
HOMO level, eV: -9.21
Lowest unoccupied orbital energy, eV: 0.897
Energy relative to the best compared isomer or geometry (same formula, charge and spin), kJ/mol: 66.30
F_max, eV Å⁻¹: 5.10
Kohn-Sham gap, eV: 10.11
E, Ha: -345.3268

Last column: Mulliken charge in e.
Element x y z (Å)
1 C -0.7421 0.3743 -0.4996  0.53
2 C -0.0360 -0.7957 -0.5908  -0.30
3 C 0.7793 0.2991 0.9038  -0.08
4 H -0.0988 -1.5397 -1.3433  0.39
5 H 1.1684 0.6620 1.7714  0.43
6 N 1.0192 -0.7656 0.2899  -0.41
7 O -0.3709 0.9586 0.6024  -0.29
8 F -1.7190 0.8069 -1.1338  -0.26

2.
The following is a quantum chemistry calculation of a gas-phase ion, C3H2FO3 (charge -1) at a distorted geometry, from the Open Molecules 2025 dataset.

Calculated values
HOMO level, eV: -4.50
SMILES string: O=C([O-])CC(=O)F
Lowest unoccupied orbital energy, eV: 4.231
Charge: -1
Energy relative to the best compared isomer or geometry (same formula, charge and spin), kJ/mol: 55.58
F_max, eV Å⁻¹: 3.19
Kohn-Sham gap, eV: 8.73
E, Ha: -441.1743

Last column: Mulliken charge in e.
Element x y z (Å)
1 C -0.9608 -1.5934 0.0063  0.59
2 C 1.4037 -0.7703 -0.3218  0.60
3 C 0.1873 -0.1615 0.0710  -0.60
4 O -1.2695 -1.9469 1.1139  -0.61
5 O -1.2961 -1.7731 -1.1388  -0.59
6 O 2.0356 -1.1700 -1.2893  -0.61
7 F 1.9396 -1.2193 0.9483  -0.32
8 H 0.0964 0.1267 1.2190  0.23
9 H -0.2226 0.5024 -0.6506  0.31

3.
The following is a quantum chemistry calculation of a molecular structure, C3H2FO3Pt at a distorted geometry, from the Open Molecules 2025 dataset.

Calculated values
HOMO level (alpha / beta), eV: -13.95 / -14.70
Lowest unoccupied orbital energy (alpha / beta), eV: -3.723 / -7.139
Charge: +1
Expectation value of S²: 2.013
Energy relative to the best compared isomer or geometry (same formula, charge and spin), kJ/mol: 0.00
F_max, eV Å⁻¹: 8.30
Kohn-Sham gap (alpha / beta), eV: 10.23 / 7.56
Spin multiplicity: 3
E, Ha: -559.9088

Last column: Mulliken charge in e.
Element x y z (Å)
1 O -1.3560 1.3964 0.0448  -0.33
2 C -1.9709 0.2449 -0.1237  -0.11
3 C -1.3547 -0.9359 0.0376  0.03
4 H -3.0462 0.2431 -0.3425  0.35
5 H -1.6888 -1.9636 -0.0316  0.36
6 F -0.0133 -0.8222 0.4951  -0.18
7 Pt 0.3189 1.0364 0.3991  0.76
8 O 4.0139 -0.2476 -0.4894  -0.18
9 O 2.0598 0.7818 0.1983  -0.50
10 C 3.0373 0.2667 -0.1878  0.80

4.
The following is a quantum chemistry calculation of 2 unconnected molecules or ions with the total composition C3H2FP at a distorted geometry, from the Open Molecules 2025 dataset.

Calculated values
HOMO level, eV: -10.51
SMILES string: C#CF.C#P
Lowest unoccupied orbital energy, eV: 0.197
Energy relative to the best compared isomer or geometry (same formula, charge and spin), kJ/mol: 142.88
F_max, eV Å⁻¹: 2.12
Kohn-Sham gap, eV: 10.71
E, Ha: -556.5385

Last column: Mulliken charge in e.
Element x y z (Å)
1 C -1.0984 -0.1686 -0.7818  0.20
2 C -2.2882 -0.2131 -0.6411  0.06
3 C 2.3737 0.3656 0.9193  -0.05
4 F -3.5835 -0.2591 -0.3853  -0.21
5 P 2.4161 0.5466 -0.6009  -0.26
6 H -0.1084 -0.1335 -0.3630  -0.10
7 H 2.2887 -0.1378 1.8529  0.36